No. 1
58
Properties=species:S:1:pos:R:3:forces:R:3 method="wB97M-V/def2-TZVPD" homo_lumo_gap_ev="6.0 / 5.9" spin_multiplicity=5
Cr -1.07285 1.41789 0.12349 -1.0 -1.3 0.0
Cl -3.88839 1.35930 0.33572 0.5 1.8 0.4
Cl -1.02261 -0.24193 -2.40152 1.0 -1.5 -0.5
O -1.34034 -3.04392 -2.57547 1.4 0.3 1.0
O 0.79898 -2.43019 -1.81524 -1.6 -0.1 0.0
N -0.84558 -0.34260 1.52957 0.7 0.0 0.6
N 0.90064 1.51751 0.39872 -1.5 -0.1 0.9
N -0.82194 3.33197 -0.84758 0.2 -0.5 0.6
C -1.45993 0.42442 2.69635 0.1 -2.3 -0.4
C -1.33698 4.17885 0.27748 -0.6 -0.8 -0.7
C -1.46653 -5.15527 -1.25156 -1.2 0.2 -1.0
C 1.47293 0.63447 1.32257 -1.0 -1.0 -1.6
C 1.13490 -4.43045 -0.38749 0.2 -0.8 0.0
C 1.19214 -1.57549 2.32390 0.3 0.1 -0.2
C 2.83471 0.62223 1.62755 0.2 -0.4 0.1
C 3.38369 -0.59931 2.04204 -0.3 0.1 0.8
C 1.49681 2.35715 -0.49460 -0.1 0.5 -1.0
C 1.25129 4.36434 -1.85202 0.6 0.0 -0.6
C 0.49998 -3.75143 -1.38582 -0.7 1.1 -0.3
C -1.69636 3.50529 -2.03842 -0.2 -0.7 0.7
C -3.84009 -0.18929 -0.46281 1.2 -1.8 -0.7
C 2.58364 -1.66345 2.44740 0.1 0.6 -0.7
C -1.46978 -1.68671 1.49134 -1.2 0.0 -1.0
C -0.77120 -4.13611 -1.83995 0.0 2.3 -0.2
C 2.84689 2.19855 -0.95923 -1.4 0.6 1.3
C 0.50517 -5.61880 0.06491 0.2 2.0 -1.2
C 0.60692 -0.48978 1.70897 1.1 1.8 0.4
C 2.62695 4.28466 -2.10239 0.5 0.1 0.3
C 3.43722 3.25989 -1.59815 -1.8 0.0 -0.7
C 0.63746 3.41140 -1.08775 0.9 -1.7 1.2
C -0.78182 -5.90113 -0.32164 -0.1 -1.5 1.0
B -0.43245 -1.96340 -2.34394 -0.5 -1.1 0.5
H -0.97515 3.77665 1.21113 0.3 0.1 0.4
H 1.01598 -6.28293 0.68324 0.7 -0.7 1.3
H -4.46063 -0.89521 0.09338 -0.2 0.3 -0.3
H 2.03061 -4.01949 0.05956 0.1 -0.2 -0.1
H -1.77175 4.55014 -2.30189 -0.1 0.4 -0.2
H 3.44933 1.52666 1.45249 -0.4 -0.9 -0.1
H -2.52787 -5.31546 -1.50597 0.7 0.0 0.2
H -1.09170 1.42504 2.65251 0.1 0.8 0.3
H 0.59819 -2.41475 2.62140 -0.2 -0.3 0.2
H -1.29895 2.93014 -2.87428 0.0 0.0 0.1
H 4.45051 -0.77014 2.06951 0.2 0.4 0.2
H 3.41409 1.31828 -0.67968 -0.1 0.2 0.1
H -1.18489 -0.08236 3.64749 0.0 0.5 -0.4
H -1.25410 -6.72541 0.23006 0.0 0.3 -0.6
H -2.55301 -1.54185 1.25386 0.9 -0.2 0.1
H 0.70402 5.18552 -2.29728 -0.2 -0.1 -0.1
H 3.07051 -2.56375 2.78294 -0.1 -0.2 0.1
H -2.53824 0.31722 2.53756 0.2 0.6 0.2
H -1.35490 -2.25934 2.41829 0.0 0.4 0.1
H -1.03008 -2.30412 0.68415 -0.2 0.5 0.3
H -4.02045 -0.12647 -1.54531 -0.4 0.3 0.6
H 4.47808 3.20604 -1.75291 1.0 0.2 -0.6
H -1.05064 5.20342 0.15235 0.2 0.7 0.0
H -2.70689 3.11915 -1.75019 0.8 0.3 -0.4
H -2.44125 4.09166 0.28246 0.6 0.1 0.0
H 3.08572 5.00270 -2.74931 0.1 0.5 -0.1

***

No. 2
60
Properties=species:S:1:pos:R:3:forces:R:3 method="wB97M-V/def2-TZVPD" total_charge=-1 homo_lumo_gap_ev="6.2 / 6.5" e_above_lowest_kj_mol=0.00 spin_multiplicity=2
Sb 3.72610 -0.35644 3.71457 0.0 -0.3 -0.1
Se -0.50442 1.14956 1.86967 0.1 0.0 -0.1
Ca 0.76108 -1.51435 2.51248 -0.8 -0.2 0.2
S 1.82056 -0.97222 4.93766 0.0 0.1 0.1
S 4.58509 1.70952 4.20230 -0.2 0.0 -0.3
S 3.07156 -0.94077 1.46731 0.7 0.4 0.0
O 0.17711 -3.85493 2.70977 -0.2 -0.1 -0.6
O -2.78800 -2.44170 -0.38698 0.9 -0.4 0.1
N -1.00951 -2.75007 1.08860 0.4 -0.8 0.6
N 0.36155 0.49551 -0.77566 0.0 -0.5 0.0
N 1.69713 1.95587 0.19308 -0.5 -0.5 -0.9
C 2.25852 2.86005 1.18941 -0.7 -0.8 0.7
C 3.50810 1.78959 -3.07069 0.4 -0.1 0.3
C -1.78163 -7.33578 0.55591 0.4 -0.4 0.6
C 3.30672 2.18624 -1.76139 -0.3 0.2 0.0
C 0.39751 4.63408 0.88742 0.5 0.7 0.9
C 1.88636 4.32070 0.98021 0.4 -0.9 -0.3
C -1.95887 -4.65741 0.11715 -0.8 0.1 -0.9
C -1.03927 -6.47031 1.35779 0.5 -0.5 0.7
C -3.60364 1.37143 -0.84544 0.0 0.1 0.0
C 1.57068 0.34174 -2.99395 0.1 -0.7 0.4
C 2.18782 1.70413 -1.10141 0.6 0.5 1.0
C 0.58324 1.19622 0.35719 0.0 0.3 0.4
C -2.55120 -6.87770 -0.49045 -1.4 0.2 -0.4
C -2.70062 -5.49133 -0.70286 0.3 -0.2 -0.1
C -1.95569 -3.14088 0.19034 -1.2 0.2 -0.4
C 2.68171 0.84703 -3.66786 -0.7 -0.6 -0.2
C -1.12820 -5.12500 1.10976 -0.4 0.0 -0.5
C 1.36216 0.76877 -1.68229 -0.3 0.3 -0.8
C -1.67225 0.28661 -2.15224 0.3 0.6 -0.1
C -0.57158 -3.89938 1.71409 0.8 1.2 1.0
C -2.39151 1.61188 -1.74969 -0.1 -0.9 0.5
C -0.79603 -0.34508 -1.06329 -0.2 0.2 -0.5
C -0.24123 4.79688 2.27419 0.2 -1.0 0.2
H -1.29806 5.00980 2.19698 -0.3 0.4 0.0
H -3.19306 -7.59420 -1.04680 0.7 0.6 0.3
H -3.30513 1.10363 0.17320 -0.1 -0.2 -0.2
H 0.28222 5.54889 0.31792 0.0 0.4 -0.1
H -0.13806 3.90052 0.32562 -0.3 -0.8 -0.4
H 0.94448 -0.47721 -3.37077 0.4 0.5 -0.2
H 2.31374 4.77220 1.84621 0.2 0.8 0.7
H -1.76545 -8.38639 0.83244 0.0 0.0 -0.3
H -1.39096 -0.38180 -0.17488 -0.1 -0.2 0.6
H -0.20004 3.85513 2.84169 0.1 0.1 -0.3
H -4.21155 2.26585 -0.77759 0.0 0.5 0.1
H 2.91840 0.43489 -4.64926 -0.1 0.3 0.2
H 1.86733 2.53839 2.16218 -0.1 -0.1 -0.3
H -4.28652 0.63574 -1.26858 0.2 -0.4 0.1
H -0.51394 -1.39238 -1.31526 0.1 0.9 0.1
H -1.72759 2.30863 -1.23294 0.3 -0.1 -0.1
H 2.47758 4.67191 0.14934 -0.1 0.4 -0.6
H -1.05975 0.49263 -3.04818 -0.4 -0.3 0.2
H 0.26292 5.51056 2.92354 0.0 0.4 -0.3
H -0.42407 -6.87400 2.17429 -0.3 0.3 -0.4
H -2.40495 -0.49119 -2.36476 -0.2 0.1 -0.3
H -2.73740 2.12564 -2.63358 0.0 0.1 -0.5
H 3.31985 2.64409 1.27455 0.2 0.3 -0.2
H -3.36028 -5.07134 -1.47209 0.3 -0.2 0.4
H 3.99692 2.83952 -1.26614 0.2 0.3 0.1
H 4.38401 2.15805 -3.58180 0.0 0.0 -0.2

***

No. 3
61
Properties=species:S:1:pos:R:3:forces:R:3 method="wB97M-V/def2-TZVPD" total_charge=+1 homo_lumo_gap_ev="9.1 / 5.1" e_above_lowest_kj_mol=118.07 spin_multiplicity=5
Ir -0.13109 -0.37749 -0.02901 -0.3 0.7 0.7
Te -0.13031 3.34494 -1.05784 0.2 0.7 0.2
Cl 0.53122 1.18990 3.29346 0.0 -0.1 -0.1
Cl -2.53641 1.54333 2.23879 0.0 0.0 -0.1
Cl -1.49757 -1.41446 3.25337 0.0 0.0 0.0
Si -0.93489 0.24229 2.19710 0.1 0.0 -0.1
O -2.54627 -0.12766 -0.73980 -0.1 -0.3 0.0
N 0.60855 -0.97635 -3.04808 0.0 0.0 -0.2
N 0.68523 -1.94843 0.71511 0.0 -0.3 0.3
N -0.96648 1.36412 -0.69308 -0.4 -0.7 -0.3
N 3.73004 -4.20625 3.35304 -0.1 0.0 0.0
N 1.81749 -3.75522 1.84543 0.2 -0.7 0.3
C -0.88982 5.88151 -2.68477 0.1 0.1 -0.1
C 0.36032 -0.72381 -1.95327 0.3 -0.1 -0.5
C 3.65682 1.31045 -1.71102 0.1 0.0 0.0
C 2.83668 -3.95773 2.66519 -0.1 0.3 -0.3
C 0.53974 7.79947 -3.12013 0.0 0.1 0.0
C 0.16160 5.34247 -1.94265 -0.1 -0.4 0.2
C 4.97563 0.60041 -3.73732 0.0 0.0 0.0
C 2.76285 1.79439 -3.87044 0.0 0.0 0.0
C 1.27445 -2.79773 1.31256 0.0 0.6 -0.3
C -2.30956 1.07768 -0.84245 0.2 0.0 0.2
C 2.56784 1.92109 -1.08994 0.0 0.0 0.0
C 2.48071 5.44607 -0.84769 -0.1 0.0 -0.1
C -3.36997 2.08020 -1.15958 0.1 0.1 0.0
C 2.56874 1.99571 0.41620 0.0 0.0 -0.1
C -2.22536 5.19741 -2.84552 0.1 0.0 0.0
C 0.74000 9.14103 -3.77601 0.0 -0.1 0.0
C 1.57577 2.46608 -1.90695 -0.2 -0.1 -0.1
C 1.53064 7.23141 -2.33310 0.1 0.0 0.1
C 1.64981 2.40286 -3.31233 0.0 0.0 0.0
C 3.77884 1.24312 -3.08906 0.0 0.0 0.0
C 0.58993 2.96209 -4.23468 0.1 0.0 0.1
C -0.66494 7.11473 -3.27824 -0.1 0.1 0.0
C 1.36872 5.99322 -1.71066 0.0 0.1 -0.1
H 5.68134 0.23052 -2.99545 0.0 0.0 0.0
H -3.28719 2.94726 -0.50272 0.0 0.0 0.0
H 0.64039 4.05218 -4.28096 0.0 0.0 0.0
H 4.67588 -0.23633 -4.37055 0.0 0.0 0.0
H -0.41825 2.68946 -3.91326 0.0 0.0 0.0
H 3.12724 4.77474 -1.41817 0.0 0.0 0.0
H 3.31464 2.71792 0.75677 0.0 0.0 0.0
H 2.84207 1.74699 -4.95237 0.0 0.0 0.0
H 2.46182 7.76713 -2.17872 0.0 0.0 0.0
H 5.49640 1.31676 -4.37472 0.0 0.0 0.0
H 3.09609 6.25938 -0.46637 0.0 0.0 0.0
H -1.45614 7.56005 -3.87384 0.0 0.0 0.0
H 4.43785 0.88933 -1.08545 0.0 0.0 0.0
H -2.88860 5.78872 -3.47431 0.0 0.0 0.0
H -4.34398 1.61906 -1.02328 0.0 0.0 0.0
H -3.27474 2.41273 -2.19571 0.0 0.0 0.0
H 0.81844 -1.20135 -4.00033 0.0 0.0 0.0
H 0.70804 9.04734 -4.86350 0.0 0.0 0.0
H 2.10073 4.89637 0.01517 0.0 0.0 0.0
H 2.83264 1.03302 0.85464 0.0 0.0 0.0
H 1.61028 2.29175 0.83845 0.0 0.0 0.0
H -2.12119 4.21250 -3.30905 0.0 0.0 0.0
H 1.69789 9.58030 -3.50175 0.0 0.0 0.0
H -0.05094 9.83482 -3.48651 0.0 0.0 0.0
H -2.71976 5.06744 -1.87961 0.0 0.0 0.0
H 0.72349 2.57881 -5.24502 0.0 0.0 0.0

***

No. 4
61
Properties=species:S:1:pos:R:3:forces:R:3 method="wB97M-V/def2-TZVPD" total_charge=+2 homo_lumo_gap_ev="7.1 / 7.0" e_above_lowest_kj_mol=50.47 spin_multiplicity=4
Cr 0.66012 0.11646 -0.52373 0.3 -0.3 0.1
O 0.92145 -1.94481 -0.40425 0.0 -0.1 0.0
O 0.43976 -0.35699 1.57183 -0.1 0.0 0.1
O -5.99011 -0.62891 3.93541 0.2 0.1 -0.1
O 2.49757 0.77786 0.94129 0.0 0.1 0.2
O 2.85038 -0.25693 -1.29182 0.0 0.0 0.0
O -4.22279 0.20304 4.98454 0.0 0.1 0.0
N -0.08146 4.32620 -0.65537 -0.2 0.3 -0.4
N 0.38717 0.02920 -2.58668 -0.1 -0.1 -0.1
N -0.23624 6.40319 0.67235 -0.1 0.0 0.0
N -1.37018 -0.20127 -0.63137 0.0 0.1 0.3
N 0.44408 1.97757 -0.59607 0.0 0.3 0.0
C -0.36582 -0.23438 -5.25070 -0.1 0.0 0.0
C -1.80012 -0.44008 -1.80647 0.0 0.0 -0.2
C 1.90942 1.46588 2.04308 0.1 0.0 -0.1
C -3.18310 -1.21831 0.66207 -0.1 0.0 0.2
C 0.09254 -2.52416 0.63329 0.1 0.0 -0.1
C -0.86729 -0.34686 -2.92974 -0.1 0.0 0.2
C 2.98265 -1.67005 -1.51679 0.1 0.1 0.0
C -1.28046 -0.50097 -4.23267 0.1 0.1 -0.1
C -3.07038 0.90027 2.46370 0.0 0.0 0.0
C 1.00421 0.42336 2.65937 -0.1 -0.1 0.0
C 0.89670 0.19665 -4.90794 0.1 0.1 0.1
C -4.73444 -0.15400 3.96679 -0.1 -0.2 0.1
C 4.02085 0.37582 -0.71609 0.0 0.0 -0.1
C 2.30494 -2.39291 -0.38591 -0.1 0.0 0.0
C -3.96010 -0.15188 2.67428 0.0 0.1 0.0
C -2.28866 -0.17555 0.48293 0.2 -0.1 -0.3
C 3.51638 1.44871 0.21406 0.0 0.0 0.1
C 0.26136 -1.74243 1.92086 0.0 0.0 0.0
C -2.23290 0.89447 1.36511 -0.1 0.0 0.1
C 0.18572 3.14537 -0.57816 0.0 -0.3 0.2
C 1.24065 0.32093 -3.56400 0.0 0.0 0.0
C -0.16960 5.43059 0.05988 0.2 -0.2 0.2
C -4.02807 -1.19925 1.76693 0.0 0.0 0.0
H 2.66616 1.78410 2.76290 0.0 0.0 0.0
H 1.14093 -2.06343 2.48164 0.0 -0.1 0.0
H -3.20810 -2.05932 -0.02134 0.0 0.0 0.0
H -3.03483 1.71084 3.17952 0.0 0.0 0.0
H 1.36603 2.34178 1.68875 0.0 0.0 0.0
H 4.03294 -1.94942 -1.59540 0.0 0.0 0.0
H 1.58074 -0.26289 3.27940 0.0 0.0 0.0
H -0.62018 -1.86722 2.55500 0.0 0.0 0.0
H -6.29520 -0.75903 3.02984 -0.1 0.0 0.0
H -0.92251 -2.47620 0.25906 0.0 0.0 0.0
H -2.29803 -0.79460 -4.45112 0.0 0.0 0.0
H 0.35968 -3.57304 0.76210 0.0 0.0 0.1
H 4.31435 1.79256 0.87552 0.0 0.0 0.0
H 2.31870 -3.47394 -0.52956 0.0 0.0 0.0
H 1.62917 0.44803 -5.66195 0.0 0.0 0.0
H 2.22141 0.65860 -3.26699 0.0 0.0 0.0
H -0.65392 -0.34011 -6.28786 0.0 0.0 0.0
H -1.54782 1.71252 1.18945 0.0 0.0 0.0
H -4.70350 -2.02959 1.93292 0.0 0.0 0.0
H 2.49668 -1.90289 -2.46462 0.0 0.0 0.0
H 4.58898 -0.37237 -0.16184 0.0 0.0 0.1
H -2.85608 -0.62187 -1.99599 0.0 0.0 0.0
H 0.20053 0.85563 3.25564 0.0 0.0 0.0
H 3.09968 2.30755 -0.31856 0.0 0.0 0.0
H 4.64352 0.77626 -1.51657 0.0 0.0 0.0
H 2.74641 -2.13778 0.58002 0.1 0.0 0.0